1.
13
Properties=species:S:1:pos:R:3 method="wB97M-V/def2-TZVPD" charge=0 e_above_lowest_kcal_mol=181.9
C -2.1996 -0.0638 0.1496
C 0.2131 0.7781 -0.0605
C 1.7126 0.2015 -0.1443
C 2.8206 -0.5748 0.1656
H -2.4484 -1.1464 1.0006
H -2.7436 -0.1378 -0.7978
H -2.3890 1.0829 0.6298
H -1.0901 -1.8924 0.6394
H -0.7702 -2.1164 -0.8435
H 3.8926 -0.9781 0.4082
N -0.6820 -0.2047 -0.0840
N -0.5688 -1.5726 -0.1343
O -0.1220 1.9479 -0.0215

2.
17
Properties=species:S:1:pos:R:3 method="wB97M-V/def2-TZVPD" charge=0 e_above_lowest_kcal_mol=30.7
C -0.9218 1.6902 0.3388
C -2.2716 1.0169 0.4795
C 1.9224 -1.4568 1.1087
C 1.6047 -1.0697 -1.3710
C 2.1996 -0.8876 -0.0556
N -0.3464 1.7465 -0.7625
Br 3.4899 0.4166 0.1169
H -2.0007 -0.0763 0.8239
H -2.7884 0.9545 -0.5685
H -2.8809 1.4973 1.2114
H -0.4827 1.8401 1.3090
H 2.4267 -1.3035 2.0961
H 0.9741 -2.0362 1.3272
H 1.6792 -0.1038 -1.9866
H 1.8491 -1.9123 -2.0963
H 0.4793 -1.0478 -1.0782
H 0.5936 2.1071 -0.7870

3.
83
Properties=species:S:1:pos:R:3 method="wB97M-V/def2-TZVPD" charge=+3 e_above_lowest_kcal_mol=7.2
Y -0.1391 -0.6076 0.7584
C 1.5804 2.6574 3.6090
Sb 0.7114 2.2679 1.7143
C 2.0561 3.2590 0.4137
C -0.9733 3.5965 1.6902
C -1.7567 3.4811 0.4128
C -1.2735 4.1517 -0.7145
C -1.9465 4.1238 -1.9226
C -3.1361 3.4138 -2.0262
C -3.6307 2.7505 -0.9178
C -2.9622 2.7704 0.3099
C -3.6015 2.0644 1.4716
Sb -3.1626 -0.0333 1.4643
C -4.0806 -0.7545 3.2344
C -4.5005 -0.7222 -0.0331
H 0.9327 2.2840 4.3994
H 1.7028 3.7332 3.7227
H 2.5558 2.1807 3.6780
H 2.2208 4.2680 0.7885
H 1.6223 3.3016 -0.5835
H 3.0017 2.7210 0.3735
H -0.5528 4.5977 1.7936
H -1.5549 3.3978 2.5875
H -0.3744 4.7508 -0.6243
H -1.5640 4.6840 -2.7656
H -3.6975 3.4106 -2.9512
H -4.5879 2.2457 -0.9875
H -4.6891 2.1144 1.4054
H -3.3194 2.4629 2.4432
H -5.1048 -0.3870 3.2649
H -3.5419 -0.3983 4.1095
H -4.0903 -1.8424 3.2275
H -5.5073 -0.4028 0.2309
H -4.4730 -1.8093 -0.0821
H -4.2300 -0.3046 -1.0014
C -0.1709 0.8580 -6.4400
C -0.9028 1.5477 -5.4848
C -0.6565 1.3360 -4.1349
C 0.3295 0.4266 -3.7676
C 1.0702 -0.2725 -4.7181
C 0.8127 -0.0496 -6.0603
As 0.6704 0.1597 -1.9073
C 2.5564 0.3807 -1.5881
C 3.3267 1.1967 -2.4060
C 4.6422 1.4804 -2.0559
C 5.1860 0.9616 -0.8897
C 4.4184 0.1472 -0.0646
C 3.1068 -0.1376 -0.4137
C 0.4237 -1.7767 -1.6054
C 1.4278 -2.7393 -1.5180
C 1.0985 -4.0700 -1.2666
C -0.2237 -4.4455 -1.0662
C -1.2372 -3.4922 -1.1244
C -0.9135 -2.1675 -1.3941
H -0.3651 1.0276 -7.4904
H -1.6643 2.2527 -5.7900
H -1.2173 1.8769 -3.3824
H 1.8380 -0.9775 -4.4214
H 1.3783 -0.5832 -6.8121
H 2.9097 1.6091 -3.3170
H 5.2433 2.1068 -2.7013
H 6.2124 1.1797 -0.6275
H 4.8501 -0.2786 0.8317
H 2.5530 -0.8379 0.2190
H 2.4626 -2.4625 -1.6789
H 1.8802 -4.8187 -1.2479
H -0.4694 -5.4847 -0.8901
H -2.2718 -3.7869 -1.0034
H -1.7160 -1.4361 -1.5263
O 0.7187 -2.0257 2.0557
S 1.7329 -3.1464 2.4973
C 2.0805 -2.7528 4.2411
C 1.4412 -3.8540 5.0928
C 0.2095 -4.3390 4.3354
C 0.6861 -4.5582 2.9051
H 1.6127 -1.7780 4.3871
H 3.1583 -2.6563 4.3571
H 1.1968 -3.4636 6.0793
H 2.1464 -4.6739 5.2330
H -0.5865 -3.5920 4.3613
H -0.1887 -5.2644 4.7485
H -0.0796 -4.6295 2.1333
H 1.3498 -5.4237 2.8234

4.
18
Properties=species:S:1:pos:R:3 method="wB97M-V/def2-TZVPD" charge=0 smiles="CSN(C)C(=O)CN" e_above_lowest_kcal_mol=47.8
C 2.2719 -1.3579 0.5312
C 0.7667 1.7646 0.1107
C -0.4952 -0.4613 -0.3439
C -1.7689 0.3303 -0.0889
H 3.0031 -2.1605 0.2925
H 1.2330 -1.8526 0.6893
H 2.4321 -0.7185 1.3545
H 1.7782 1.9297 0.4781
H 0.6716 2.5201 -0.7274
H 0.1313 1.9024 0.9491
H -1.8076 1.2379 -0.7140
H -1.6361 0.6756 0.9004
H -2.9291 -1.3187 0.1123
H -2.9745 -0.6314 -1.3390
N 0.5882 0.4096 -0.4832
N -2.9292 -0.4510 -0.3971
O -0.5126 -1.6510 -0.4063
S 2.1773 -0.1672 -0.9182